No. 1
The following is a DFT calculation (ωB97M-V with the def2-TZVPD basis set) of C23H32BF4I2N2OPtSi3 as an isolated structure.

```
69
Properties=species:S:1:pos:R:3
C -0.52752 -0.88587 -3.40475
H -4.61530 1.21144 1.33678
C -0.76140 4.85780 -0.70383
C -2.53968 3.66094 0.31901
H -4.46939 0.90078 -0.39936
C 2.71489 -1.32468 -0.44192
C 3.12390 -0.89311 0.88014
F 4.40532 3.16744 -1.45733
H 0.84840 -1.41770 1.99258
O 1.74694 -0.74023 -1.05999
C -2.03343 4.85828 -0.16050
C 3.70178 0.09223 3.34929
B 3.52582 3.00987 -0.40782
C 0.00039 -2.09933 1.97257
H -0.04578 -1.82169 -3.13608
H 0.38655 -3.11573 2.09140
I 3.07794 -3.01457 -2.92064
H -1.11117 -3.68769 -1.47727
F 2.48896 2.05159 -0.86663
H -1.44857 2.12659 -2.80833
C -1.78315 2.50252 0.25703
H -2.61694 5.76886 -0.11743
H -4.04581 -1.26381 -1.56697
C -3.31628 -1.34379 -2.37325
C 2.70612 0.64411 2.52325
I 6.37310 -3.60827 1.99473
H -4.45626 -0.43888 0.74416
H -3.53792 3.61110 0.73619
H -0.79791 0.57855 2.79646
H 2.13916 1.51348 2.83864
H -3.14750 -2.09037 1.67188
H 0.27206 -0.16404 -3.58129
H -3.08498 1.90913 -2.17667
F 2.85663 4.20557 -0.11748
H 5.02312 -3.80960 -0.73368
F 4.14252 2.50707 0.72048
H 0.05593 -4.17242 -0.24523
Pt 0.58740 0.84900 -0.42630
H 0.48343 -2.94577 -1.44026
H -3.40237 -2.76077 0.05595
Si -1.76480 -0.27202 -2.13746
H -2.31783 -0.28939 3.05253
C 3.45668 -2.37285 -0.97751
C -1.87146 0.60059 2.60585
H -2.67291 1.30222 -3.77712
C -4.12208 0.58679 0.58639
C -0.32094 -3.31949 -0.81653
C 4.41619 -0.98328 2.89501
C 4.83103 -2.60684 1.00739
H -3.81023 -1.04434 -3.30167
C -2.69493 -2.69364 0.88106
C 4.15138 -1.51676 1.61530
C -1.15633 -0.28510 -0.35639
C -0.03777 3.68276 -0.74171
Si -2.24924 0.73307 0.76708
N -0.53498 2.53071 -0.26259
H -1.08177 -1.04017 -4.33702
H -0.30512 5.75567 -1.09640
H 0.96269 3.64276 -1.14216
H -2.29407 1.47439 3.11036
H -0.63106 -1.88190 2.83508
H 3.89915 0.52551 4.32045
N 2.43588 0.15711 1.34166
C -2.29247 1.43698 -2.76053
H -3.04462 -2.39767 -2.47660
H 5.19286 -1.42708 3.50419
H -2.55972 -3.69922 1.29010
C 4.48970 -2.99801 -0.25679
Si -0.99220 -2.02881 0.37052
```

**HOMO-LUMO gap**: 7.05 eV
**Net charge**: -1

Here are the natural (NBO) charges for atoms 1 to 2, given in e: atom 1 (C): -1.13, atom 2 (H): 0.23

=====

No. 2
The following is a DFT calculation (ωB97M-V with the def2-TZVPD basis set) of C14H20BBaBr10O8 as an isolated structure.

```
54
Properties=species:S:1:pos:R:3
H -2.52421 -3.67848 -3.12551
H 5.94833 3.27479 -0.66270
Br -4.27947 -1.69357 -4.33832
C 0.64483 1.91311 3.24637
H -4.45324 -0.96500 2.21476
C 3.81931 3.11658 -1.00696
Br -5.73896 -1.87506 -0.36873
O 1.37294 -2.65544 0.06490
C -0.78191 2.57678 3.25511
H -3.80449 -2.57186 2.92563
O -1.06572 -1.00210 2.07048
H -1.52040 1.80402 3.04160
C -1.33313 1.48485 -1.80725
H -1.47381 -2.81564 -2.03709
C 0.08300 -2.53181 0.40173
O 1.22158 -0.77911 1.38380
O 3.43030 -1.89896 1.14386
Br 0.61597 0.29019 4.39051
H -2.40705 -0.55840 -2.92437
H 3.02644 3.74362 -1.41474
H -2.05317 2.60038 -0.08280
C 4.43662 -1.53257 0.50118
H -4.64313 -3.79727 0.89738
C -0.05199 -1.33117 1.40512
O 4.66583 -0.40905 -1.61000
H 3.85060 2.18040 -1.56436
H 0.84606 1.43649 2.28697
C -1.97431 -2.74539 -3.00283
H -2.17365 1.70108 -2.46669
H -0.97126 0.51278 -2.14228
H 5.11276 4.88449 -0.61312
H 1.53615 2.44281 3.58264
C 5.12451 3.88123 -1.03906
C 3.91035 -0.77433 -0.66412
B 2.17362 -1.51067 0.49907
Br 5.50830 4.16359 -2.95527
H -3.54777 -2.63347 0.32888
Br 3.26664 2.54335 0.82509
Br -3.51605 0.59944 -0.01371
Br 0.02751 2.94760 -2.01789
C -4.47532 -2.72027 0.89475
O 5.65704 -1.91526 0.59648
H -0.97815 3.01137 4.23527
C -4.49303 -2.05340 2.25840
Ba 7.20903 -1.43116 -1.76220
Br -0.92458 4.01568 1.97194
H -1.05906 1.18509 0.31348
C -1.83453 1.56668 -0.35070
O 2.61394 -0.65118 -0.62041
C -2.86343 -1.54813 -2.90799
O -0.89601 -3.35325 0.20659
Br -6.34172 -2.43856 2.93937
H -3.34119 -1.47568 -1.93096
Br -0.58102 -2.52994 -4.45135
```

**HOMO-LUMO gap**: 4.54 eV
**Net charge**: +1

Here are the Löwdin charges for atoms 1 to 2, given in e: atom 1 (H): 0.06, atom 2 (H): 0.04

=====

No. 3
The following is a DFT calculation (ωB97M-V with the def2-TZVPD basis set) of an isolated ion of composition C5H15N3 and charge +1.

```
23
Properties=species:S:1:pos:R:3
H 0.37879 -2.54504 -0.19861
H -1.06572 -0.26257 -0.37424
H -0.00418 0.27050 1.97854
H 0.48683 -1.23281 -3.24025
C -0.00852 -0.47266 -0.08454
H 1.45241 2.68973 -0.29798
C 0.75405 -0.17940 -1.39507
C -0.25247 1.98745 0.70256
H 1.45928 0.61088 1.08566
H -1.34963 -3.19000 1.12232
H -0.96470 -0.91950 -2.29689
H -0.89307 2.29393 1.54099
N -0.01439 -0.70960 -2.54001
H 0.37738 3.77535 -0.07063
H -0.53676 -2.21239 2.42817
N 0.75534 2.95445 0.39552
H -1.01328 1.71162 -0.06238
N 0.13981 -1.81956 0.48183
C -0.88602 -2.22537 1.38739
H 0.72125 0.89818 -1.58362
H -1.71427 -1.51730 1.46905
H 1.80683 -0.46742 -1.43053
C 0.37106 0.56153 0.98272
```

**2S+1**: 2
**HOMO-LUMO gap (spin up / spin down)**: 9.85 / 4.64 eV
**Net charge**: +1

Here are the natural (NBO) charges for atoms 1 to 2, given in e: atom 1 (H): 0.42, atom 2 (H): 0.26

=====

Calculated DFT total energy in order - -3088.36093, -26937.81565, -363.41634 Ha
Calculated ΔE to the lowest compared entry with this formula, charge and spin in order - 19.1, 50.2, 32.6 kcal per mole
Calculated max |F| in order - 0.783, 6.651, 3.200 eV/Å